Record 1
ORCA calculation (wB97M-V/def2-TZVPD) on a molecular structure, C43H52N5O4P2Ti.

Each line ends with the Mulliken spin population.
Atoms and positions in Å:
1 Ti -1.83755 1.57766 1.22341  0.874
2 P 1.73353 -0.23307 -2.14371  0.000
3 P 3.41034 -1.42094 0.42903  -0.001
4 O -3.38015 1.69708 -1.93995  -0.003
5 O -2.18068 0.56906 -0.32093  0.084
6 O -4.09840 -3.18770 1.50475  0.000
7 O -5.89803 -4.17996 0.63544  0.000
8 N -0.55990 0.28237 2.27269  -0.011
9 N -0.46378 3.03257 0.70129  0.005
10 N -3.25093 0.63744 2.53968  -0.023
11 N -4.96240 -3.34596 0.58278  0.000
12 N -3.15327 3.15856 0.61174  -0.044
13 C 0.11564 3.56327 2.01291  -0.008
14 C -3.83875 -1.58754 -0.61035  0.000
15 C 2.16875 2.92503 -4.81341  0.000
16 C 0.24082 -2.55112 -1.92610  0.000
17 C 0.15404 -3.03903 -4.68623  0.000
18 C -4.91960 -2.48855 -0.56834  0.001
19 C -1.10245 4.03421 -0.24599  0.009
20 C 2.49890 1.86944 -3.94455  0.000
21 C -5.12425 2.24767 1.92727  0.042
22 C -4.76638 -0.63293 -2.61674  0.000
23 C -0.54164 -3.85013 -3.80996  0.000
24 C -5.85429 -2.58793 -1.60960  0.000
25 C 3.56458 -4.17544 0.87855  0.000
26 C 3.91441 -5.30839 1.60120  0.000
27 C -2.62791 -0.07085 3.65129  0.018
28 C -1.31998 -0.69267 3.14014  0.012
29 C -2.46185 4.43159 0.25711  0.022
30 C -4.39610 1.46686 2.99646  -0.011
31 C -0.23277 2.61521 3.12051  0.019
32 C 0.93648 -1.68634 -2.79594  0.000
33 C 4.52821 -3.91345 3.47543  0.000
34 C -0.46410 -3.63817 -2.45198  0.000
35 C 0.88191 -1.96547 -4.16262  0.000
36 C 4.85348 -0.46501 0.95969  0.001
37 C -5.74052 -1.61891 -2.59975  0.000
38 C 5.66924 1.73664 1.67612  0.000
39 C 3.91240 -1.78925 -1.31322  0.000
40 C 0.89754 3.07335 -5.29761  0.000
41 C -4.37371 3.45917 1.36908  -0.005
42 C 7.12428 -0.15886 1.66781  0.000
43 C 1.51473 1.00328 -3.50166  0.001
44 C 6.94610 1.19444 1.90777  0.000
45 C 4.41529 -5.17909 2.88132  0.000
46 C 3.73604 -2.90276 1.43770  0.000
47 C -3.08514 0.67363 -1.32182  0.010
48 C 0.36193 1.24527 3.00119  0.016
49 C -3.89405 -0.53808 -1.52084  -0.003
50 C 3.51347 -0.72599 -2.33256  -0.001
51 C 0.19559 1.13911 -3.99795  0.000
52 C -0.12689 2.19656 -4.85346  0.000
53 C 4.18297 -2.78306 2.77859  0.000
54 C 4.62748 0.91274 1.24912  -0.001
55 C 6.12641 -0.97775 1.15154  0.000
56 H -0.31332 4.55407 2.10928  -0.003
57 H 0.47791 0.78440 3.98718  -0.001
58 H 0.01718 3.00562 4.13242  0.003
59 H -0.96136 -4.34699 -1.81340  0.000
60 H 0.02313 -0.24635 1.61984  0.003
61 H -3.02774 5.01686 -0.49522  -0.001
62 H -3.25209 -0.94180 3.98298  -0.001
63 H -5.03251 4.05517 0.72255  0.000
64 H 8.12000 -0.59883 1.82595  0.000
65 H 3.40904 -2.77677 -1.52957  0.000
66 H 5.03203 -3.83618 4.43052  0.000
67 H 6.35104 -2.00545 0.99866  0.000
68 H -1.33136 2.52199 3.22319  -0.010
69 H 7.75020 1.81559 2.30175  0.000
70 H 4.24994 -1.78081 3.20502  0.000
71 H -3.04887 -1.65374 0.19950  -0.002
72 H 3.70025 -1.09278 -3.35762  0.000
73 H 0.22267 -2.39958 -0.83760  0.000
74 H -1.08306 3.54488 -1.22786  -0.004
75 H 4.71084 -6.06100 3.41948  0.000
76 H -5.47522 1.65066 1.07173  -0.004
77 H -1.15286 -4.69219 -4.16385  0.000
78 H -0.61779 0.43293 -3.69812  0.000
79 H 4.13177 0.16752 -2.18762  0.000
80 H -3.61243 -0.14701 1.93884  0.017
81 H -1.55966 -1.62475 2.60868  -0.006
82 H 0.12961 -3.24183 -5.76467  0.000
83 H -4.07853 2.17749 3.75678  -0.002
84 H -6.04615 2.61105 2.44585  0.001
85 H 1.31326 1.23895 2.46509  0.003
86 H 3.61957 1.32650 1.19190  0.000
87 H 4.98581 -1.96744 -1.34866  0.000
88 H 5.42349 2.81109 1.76558  0.000
89 H 2.97631 3.57324 -5.14852  0.000
90 H -0.66786 -0.99994 3.99799  0.000
91 H -2.36703 5.10041 1.12748  -0.001
92 H -4.11286 4.12824 2.22357  -0.002
93 H 0.69704 3.82665 -6.04175  0.000
94 H 0.31791 2.50728 0.23997  0.000
95 H -6.65347 -3.33353 -1.56101  0.000
96 H -2.49591 0.66634 4.44576  0.000
97 H 3.80576 -6.28028 1.15845  0.000
98 H -5.09350 0.78234 3.49760  -0.002
99 H -6.55494 -1.53190 -3.35756  0.000
100 H 1.41126 -1.31651 -4.83666  0.000
101 H 3.46990 1.85764 -3.51074  0.000
102 H -1.16594 2.39748 -5.14071  0.000
103 H -4.66262 0.11442 -3.39297  0.000
104 H 3.13914 -4.27106 -0.10577  0.000
105 H -0.38008 4.91473 -0.32633  0.001
106 H 1.19312 3.67621 1.82023  0.001
107 H -3.50010 2.83911 -0.32388  0.007

Values from the calculation:
Net charge: +2
2S+1: 2
Expectation value of S²: 0.752
Relative energy (zero: lowest compared OMol25 entry of this formula, charge and spin) in kcal/mol: 48.1
HOMO (alpha / beta) in eV: -11.47 / -11.47
Gap between HOMO and LUMO (alpha / beta) in eV: 5.39 / 5.72
DFT total energy in eV: -102754.03405

=====

Record 2
ORCA calculation (wB97M-V/def2-TZVPD) on a molecular structure, C43H53AsAuO2S2SbSe4Si3.

Each line ends with the Mulliken charge.
Atoms and positions in Å:
1 Au 13.44392 13.77010 9.50832  -0.192
2 Sb 16.27982 8.39556 8.88938  0.905
3 Se 15.40192 10.43485 7.54545  -0.191
4 Se 14.15225 8.25668 7.11152  -0.464
5 Se 18.19711 7.18956 8.31071  -0.562
6 Se 15.76727 8.59962 11.15983  -0.598
7 As 11.17468 13.10657 9.19391  0.534
8 S 16.08473 14.18181 11.02631  1.199
9 S 14.30344 17.35260 11.15098  0.792
10 Si 9.68544 14.71218 10.19735  0.253
11 Si 10.66087 12.91583 6.91900  0.487
12 Si 11.14548 11.09266 10.52911  0.369
13 O 12.84512 17.70437 10.97140  -0.716
14 O 15.35287 14.44327 9.69961  -0.825
15 C 20.00813 18.69765 11.78708  -0.850
16 C 17.82289 18.41838 13.47507  -0.673
17 C 19.80194 19.55813 12.85971  -0.449
18 C 14.64749 14.92017 14.96126  1.126
19 C 17.99575 17.39371 12.43935  -0.116
20 C 18.70842 19.40198 13.69797  -1.164
21 C 17.18068 12.78283 10.78438  -0.147
22 C 17.06803 16.35330 12.20913  0.140
23 C 16.88992 20.52880 10.92182  -0.877
24 C 17.43615 12.38570 9.51912  -0.076
25 C 18.70261 11.29021 11.75461  -0.984
26 C 17.26386 15.51751 11.17992  1.030
27 C 12.09893 11.55323 12.00545  -0.558
28 C 14.59755 19.75491 12.49956  -0.484
29 C 8.00587 13.86608 10.25879  -0.854
30 C 8.95121 12.17462 6.70982  -0.942
31 C 15.85448 16.13685 13.08240  -0.481
32 C 16.13598 19.33105 10.62421  -0.273
33 C 9.35002 10.53775 11.05634  -1.051
34 C 10.91396 14.71902 6.27516  -1.049
35 C 13.44126 15.59632 14.58569  -1.066
36 C 15.81103 15.18757 14.20514  1.299
37 C 14.63085 16.60052 12.78298  0.570
38 C 9.95022 16.34113 9.31223  -1.004
39 C 15.90104 13.26907 16.27637  -0.730
40 C 15.31620 20.91783 12.77110  -0.989
41 C 18.35035 15.76078 10.23142  -0.959
42 C 19.08034 17.64403 11.52646  1.578
43 C 11.87452 11.73750 6.23446  -0.711
44 C 14.72759 13.91417 15.96116  -1.042
45 C 18.45825 11.42113 9.31697  -0.907
46 C 10.29488 15.04819 11.89359  -0.602
47 C 16.40729 21.31615 12.01235  1.021
48 C 13.44443 16.43311 13.55771  -1.001
49 C 17.78857 12.28974 11.87739  -0.256
50 C 11.92297 9.81714 9.33653  -0.545
51 C 15.06271 18.98335 11.45025  0.265
52 C 19.03371 10.85500 10.43808  1.138
53 C 19.24666 16.75198 10.47924  -1.304
54 C 20.04647 9.78968 10.41433  -1.461
55 C 17.10982 13.66005 15.60592  -0.645
56 C 17.05259 14.56006 14.60413  -1.455
57 C 17.20400 22.59397 12.24643  -1.662
58 H 16.64193 23.29378 12.78038  0.460
59 H 18.81427 11.08866 8.32609  0.355
60 H 18.39095 15.03565 9.40089  0.544
61 H 11.33328 9.77412 8.41214  0.329
62 H 16.45886 18.71767 9.79978  0.465
63 H 12.78448 12.21968 5.89049  0.347
64 H 18.63667 19.99374 14.57218  0.531
65 H 9.24958 9.48183 11.30018  0.432
66 H 11.79972 11.14913 12.94775  0.488
67 H 12.94530 9.98459 9.06750  -0.131
68 H 8.20170 12.91521 7.00579  0.258
69 H 9.98065 15.17055 6.57091  0.182
70 H 18.00603 14.73561 14.16416  0.484
71 H 15.86681 12.45906 16.99450  0.400
72 H 12.14092 12.63639 12.00411  -0.187
73 H 12.17684 10.90158 6.83346  -0.078
74 H 18.06835 22.41733 12.85537  0.257
75 H 12.62516 17.05321 13.20738  0.742
76 H 19.29275 10.96571 12.61132  0.380
77 H 18.04930 13.15585 15.85911  0.411
78 H 13.09700 11.15418 11.81472  0.208
79 H 16.94842 18.28112 14.18892  0.254
80 H 9.02594 11.20568 7.23222  0.233
81 H 20.03620 9.28390 11.39971  0.345
82 H 10.04196 14.18644 12.50925  0.402
83 H 11.69426 15.16841 6.85364  0.312
84 H 8.91700 11.96504 5.61798  0.406
85 H 8.00397 12.98180 10.90006  0.253
86 H 14.99759 21.59670 13.54242  0.398
87 H 12.52017 15.38570 15.12162  0.401
88 H 20.75962 18.96685 11.05991  0.390
89 H 7.65555 13.63277 9.22257  0.159
90 H 17.74503 20.77937 10.39106  0.552
91 H 13.70678 19.45398 13.05076  0.457
92 H 17.53065 12.64241 12.88231  0.294
93 H 20.47781 20.35583 13.06062  0.466
94 H 17.04015 12.94212 8.56873  0.756
95 H 11.35292 15.34641 11.91852  -0.271
96 H 21.05893 10.13933 10.11232  0.288
97 H 9.10515 11.12463 11.97590  0.217
98 H 17.36376 23.03869 11.29186  0.429
99 H 7.24002 14.59440 10.66452  0.380
100 H 8.77838 10.78172 10.14074  0.282
101 H 11.91308 8.84223 9.82613  0.428
102 H 9.60067 16.30121 8.22041  0.220
103 H 11.48186 11.27920 5.33701  0.398
104 H 9.74941 15.87520 12.31806  0.503
105 H 13.84580 13.70008 16.50506  0.540
106 H 10.99432 16.54483 9.27976  0.252
107 H 9.45527 17.14483 9.77364  0.497
108 H 20.03970 16.85328 9.76101  0.450
109 H 11.08199 14.80113 5.20245  0.416
110 H 19.95105 9.06708 9.65465  0.227

Values from the calculation:
Relative energy (zero: lowest compared OMol25 entry of this formula, charge and spin) in kcal/mol: 0.0
HOMO in eV: -6.89
Gap between HOMO and LUMO in eV: 6.19
DFT total energy in eV: -427304.69706